Below is a molecular structure, C47H37BClCsIN9OS3 in a non-equilibrium geometry, with properties calculated with ωB97M-V/def2-TZVPD.

Element x y z (Å)
Cs: 1.558 0.115 -0.833
C: -1.956 1.315 4.239
C: -1.760 -0.120 3.875
C: -2.703 -1.125 3.843
C: -1.984 -2.273 3.455
N: -0.704 -1.979 3.277
N: -0.571 -0.665 3.513
B: 0.820 0.022 3.549
N: 1.898 -0.768 2.768
N: 1.639 -1.521 1.680
C: 2.795 -2.045 1.296
C: 3.839 -1.605 2.134
C: 3.222 -0.793 3.056
C: 3.862 0.001 4.146
C: 2.884 -2.959 0.140
C: 4.074 -3.651 -0.100
C: 4.192 -4.512 -1.180
C: 3.130 -4.685 -2.056
C: 1.943 -4.004 -1.831
C: 1.817 -3.164 -0.735
N: 0.693 1.482 3.044
N: 0.108 1.792 1.863
C: 0.092 3.117 1.796
C: 0.699 3.682 2.932
C: 1.069 2.605 3.703
C: 1.678 2.643 5.067
C: -0.594 3.838 0.715
C: -0.236 5.150 0.413
C: -0.931 5.868 -0.548
C: -1.994 5.280 -1.218
C: -2.353 3.971 -0.926
C: -1.661 3.253 0.035
C: -2.453 -3.648 3.232
C: -3.763 -4.026 3.525
C: -4.197 -5.325 3.303
C: -3.328 -6.273 2.783
C: -2.021 -5.904 2.485
C: -1.586 -4.608 2.704
H: -2.984 1.459 4.572
H: -1.770 1.979 3.394
H: -1.291 1.620 5.050
H: -3.754 -1.014 4.055
H: 1.189 0.113 4.698
H: 4.892 -1.827 2.072
H: 4.881 -0.353 4.298
H: 3.315 -0.079 5.085
H: 3.912 1.057 3.871
H: 4.912 -3.516 0.572
H: 5.127 -5.031 -1.355
H: 3.235 -5.325 -2.923
H: 1.119 -4.088 -2.527
H: 0.883 -2.643 -0.573
H: 0.816 4.726 3.171
H: 1.699 3.677 5.411
H: 2.701 2.264 5.081
H: 1.105 2.051 5.780
H: 0.615 5.595 0.915
H: -0.620 6.877 -0.794
H: -2.526 5.830 -1.985
H: -3.172 3.504 -1.461
H: -1.933 2.233 0.279
H: -4.448 -3.292 3.931
H: -5.221 -5.595 3.536
H: -3.666 -7.286 2.603
H: -1.336 -6.632 2.067
H: -0.574 -4.311 2.461
Cl: 2.279 7.338 -3.528
C: 2.379 5.841 -2.617
C: 3.220 5.764 -1.545
C: 3.332 4.584 -0.800
I: 4.619 4.532 0.837
C: 2.592 3.418 -1.073
O: 2.689 2.328 -0.457
C: 1.645 3.558 -2.199
N: 0.838 2.501 -2.433
C: -0.010 2.537 -3.432
C: -0.106 3.633 -4.305
C: 0.682 4.727 -4.078
C: 1.573 4.732 -2.986
H: 3.816 6.624 -1.271
H: -0.633 1.660 -3.574
H: -0.800 3.603 -5.135
H: 0.625 5.599 -4.716
S: 4.621 -2.025 -8.054
C: 3.749 -1.893 -6.623
S: 2.064 -1.488 -6.678
C: 1.938 -1.566 -4.935
N: 3.072 -1.864 -4.377
N: 4.083 -2.048 -5.324
C: 5.351 -2.374 -4.751
C: 5.460 -2.349 -3.359
C: 6.664 -2.663 -2.753
C: 7.774 -3.008 -3.511
C: 7.659 -3.036 -4.891
C: 6.461 -2.724 -5.518
S: 0.447 -1.301 -4.154
H: 4.598 -2.094 -2.764
H: 6.722 -2.635 -1.672
H: 8.713 -3.251 -3.029
H: 8.512 -3.305 -5.503
H: 6.384 -2.750 -6.591

Computed properties:
Kohn-Sham gap = 6.21 eV
total energy = -119158.7174 eV
ΔE to the lowest compared entry with this formula, charge and spin = 0.741 eV
maximum force = 1.5 eV/Å
lowest unoccupied orbital energy = 3.529 eV
HOMO level = -0.0984 Eh
charge = -2

Mulliken population analysis, charges in e, atoms 1 to 2: Cs 1.225; C -0.988

Below is a molecular structure, C47H38CrN4O2P2S4 in a non-equilibrium geometry, with properties calculated with ωB97M-V/def2-TZVPD.

Element x y z (Å)
Cr: 0.756 0.326 0.607
S: -0.614 2.632 -1.456
P: -1.603 0.918 -1.417
C: -0.815 -0.299 -0.479
P: -0.507 -1.973 -0.795
S: 1.412 -2.406 -0.535
C: -1.459 -3.047 0.376
C: -2.829 -2.857 0.537
C: -3.573 -3.711 1.335
C: -2.949 -4.754 2.006
C: -1.578 -4.925 1.885
C: -0.836 -4.078 1.073
C: -1.115 -2.749 -2.353
C: -0.187 -3.373 -3.180
C: -0.602 -4.029 -4.331
C: -1.945 -4.064 -4.666
C: -2.874 -3.437 -3.847
C: -2.464 -2.783 -2.698
C: -3.203 1.368 -0.613
C: -3.888 2.505 -1.047
C: -5.032 2.924 -0.391
C: -5.496 2.223 0.717
C: -4.813 1.102 1.160
C: -3.664 0.680 0.499
C: -2.116 0.484 -3.116
C: -3.447 0.400 -3.512
C: -3.762 0.107 -4.831
C: -2.753 -0.118 -5.754
C: -1.423 -0.048 -5.358
C: -1.104 0.257 -4.046
H: -3.313 -2.029 0.032
H: -4.644 -3.568 1.429
H: -3.533 -5.432 2.618
H: -1.083 -5.730 2.415
H: 0.232 -4.205 0.962
H: 0.858 -3.340 -2.901
H: 0.131 -4.522 -4.960
H: -2.272 -4.582 -5.560
H: -3.925 -3.456 -4.105
H: -3.199 -2.291 -2.078
H: -3.490 3.061 -1.887
H: -5.565 3.802 -0.738
H: -6.390 2.553 1.233
H: -5.179 0.551 2.018
H: -3.104 -0.179 0.852
H: -4.236 0.562 -2.789
H: -4.801 0.049 -5.136
H: -3.004 -0.353 -6.782
H: -0.638 -0.238 -6.079
H: -0.070 0.317 -3.724
N: 2.017 0.827 -0.456
C: 3.179 0.989 -0.947
C: 4.411 0.728 -0.141
C: 4.565 -0.485 0.523
C: 5.717 -0.741 1.248
C: 6.709 0.224 1.341
C: 6.546 1.447 0.709
C: 5.407 1.695 -0.039
C: 3.359 1.370 -2.363
C: 4.575 1.169 -3.020
C: 4.707 1.487 -4.362
C: 3.631 2.005 -5.069
C: 2.421 2.216 -4.420
C: 2.283 1.898 -3.081
H: 3.786 -1.234 0.438
H: 5.831 -1.691 1.752
H: 7.608 0.019 1.908
H: 7.305 2.213 0.802
H: 5.274 2.654 -0.526
H: 5.416 0.750 -2.483
H: 5.652 1.327 -4.866
H: 3.733 2.234 -6.123
H: 1.579 2.630 -4.961
H: 1.348 2.068 -2.559
N: -0.965 3.939 7.371
C: -0.063 3.377 6.473
C: 0.994 2.590 6.934
C: 1.904 2.055 6.039
C: 1.771 2.306 4.684
C: 0.732 3.097 4.214
C: -0.176 3.635 5.104
S: 2.830 1.487 3.503
O: 3.579 0.494 4.236
O: 3.546 2.485 2.771
N: 1.733 0.798 2.513
C: 0.941 -0.157 3.036
S: 1.189 -1.065 4.508
C: -0.336 -1.854 4.212
C: -0.883 -1.423 3.059
N: -0.163 -0.465 2.387
H: -1.034 3.471 8.259
H: -1.853 4.210 6.985
H: 1.086 2.390 7.995
H: 2.714 1.420 6.370
H: 0.635 3.265 3.148
H: -0.993 4.251 4.747
H: -0.713 -2.599 4.892
H: -1.828 -1.757 2.662

Computed properties:
Kohn-Sham gap (spin up / spin down) = 6.62 / 6.91 eV
multiplicity = 4
total energy = -149754.9229 eV
ΔE to the lowest compared entry with this formula, charge and spin = 0.982 eV
maximum force = 2.7 eV/Å
lowest unoccupied orbital energy (spin up / spin down) = 2.327 / 2.325 eV
HOMO level (spin up / spin down) = -0.1579 / -0.1685 Eh
charge = -1

Mulliken population analysis, charges in e, atoms 1 to 2: Cr -0.311; S -0.600

Below is a molecular structure, C47H38N11OSTa in a non-equilibrium geometry, with properties calculated with ωB97M-V/def2-TZVPD.

Element x y z (Å)
Ta: 0.016 0.734 -0.327
C: -1.094 7.084 1.585
C: 0.215 7.293 1.127
C: 0.970 6.258 0.610
C: 0.377 5.002 0.557
C: 0.847 3.751 0.028
N: 2.034 3.596 -0.500
C: 2.432 2.540 -1.156
C: 3.710 2.419 -1.810
C: 4.815 3.258 -1.846
C: 5.881 2.870 -2.639
C: 5.844 1.683 -3.381
C: 4.743 0.847 -3.353
C: 3.675 1.226 -2.549
C: 2.368 0.653 -2.351
N: 1.896 -0.357 -3.044
C: 0.637 -0.715 -3.034
N: -0.362 -0.204 -2.237
C: -1.520 -0.894 -2.526
N: -2.656 -0.843 -1.880
C: -2.913 -0.014 -0.894
N: -2.100 1.012 -0.459
C: -2.806 1.732 0.484
N: -2.414 2.867 1.004
C: -1.248 3.413 0.750
N: -0.147 2.786 0.175
C: -0.933 4.789 1.018
C: -1.685 5.836 1.540
C: -4.086 1.103 0.717
C: -5.115 1.383 1.603
C: -6.200 0.523 1.607
C: -6.257 -0.585 0.754
C: -5.235 -0.865 -0.136
C: -4.146 -0.005 -0.141
C: -1.278 -1.802 -3.628
C: -2.107 -2.673 -4.319
C: -1.527 -3.461 -5.300
C: -0.159 -3.381 -5.586
C: 0.669 -2.502 -4.908
C: 0.088 -1.710 -3.927
N: 1.667 1.417 -1.433
H: -1.655 7.923 1.973
H: 0.636 8.289 1.171
H: 1.980 6.404 0.253
H: 4.833 4.176 -1.275
H: 6.759 3.500 -2.695
H: 6.696 1.417 -3.992
H: 4.708 -0.066 -3.931
H: -2.695 5.675 1.894
H: -5.058 2.233 2.270
H: -7.021 0.711 2.286
H: -7.119 -1.237 0.795
H: -5.271 -1.717 -0.801
H: -3.163 -2.731 -4.091
H: -2.146 -4.147 -5.863
H: 0.254 -4.012 -6.362
H: 1.725 -2.421 -5.131
O: 0.233 -1.777 -0.367
C: 0.260 -3.024 -0.251
C: -0.520 -3.739 0.821
C: -1.607 -4.709 0.287
C: -1.486 -5.049 -1.200
C: -0.233 -5.851 -1.554
C: 1.063 -5.220 -1.020
N: 1.031 -3.759 -1.042
H: -0.970 -2.973 1.446
H: 0.202 -4.287 1.433
H: -2.586 -4.256 0.450
H: -1.579 -5.632 0.867
H: -1.507 -4.126 -1.782
H: -2.359 -5.630 -1.499
H: -0.169 -5.940 -2.640
H: -0.317 -6.858 -1.143
H: 1.911 -5.534 -1.624
H: 1.257 -5.549 0.001
H: 1.546 -3.271 -1.758
S: -1.367 -0.471 1.965
C: -0.735 0.016 3.457
N: -0.408 -0.812 4.442
C: 0.164 -0.112 5.593
C: -0.112 1.362 5.244
N: -0.515 1.273 3.838
H: -0.387 -1.810 4.336
H: 1.234 -0.317 5.663
H: -0.314 -0.423 6.518
H: 0.770 1.987 5.362
H: -0.921 1.778 5.847
H: -0.847 2.059 3.308
C: 3.425 0.109 3.422
C: 2.831 -1.003 2.841
C: 1.896 -0.847 1.829
C: 1.512 0.413 1.348
C: 2.117 1.514 1.971
C: 3.056 1.369 2.986
H: 4.170 -0.007 4.199
H: 3.099 -2.000 3.171
H: 1.443 -1.735 1.427
H: 1.859 2.525 1.687
H: 3.505 2.253 3.422

Computed properties:
Kohn-Sham gap (spin up / spin down) = 4.54 / 4.54 eV
total energy = -80173.6560 eV
ΔE to the lowest compared entry with this formula, charge and spin = 0.407 eV
maximum force = 2.1 eV/Å
lowest unoccupied orbital energy (spin up / spin down) = -6.867 / -6.866 eV
HOMO level (spin up / spin down) = -0.4190 / -0.4191 Eh
charge = +2

Mulliken population analysis, charges in e, atoms 1 to 2: Ta 0.799; C -0.704

Below is a molecular structure, C47H38N6NaO5SSb, with properties calculated with ωB97M-V/def2-TZVPD.

Element x y z (Å)
Na: 0.143 -1.024 0.037
C: 0.592 -2.754 2.745
C: 1.793 -1.863 2.765
C: 2.869 -2.115 3.618
C: 3.966 -1.277 3.582
C: 3.966 -0.216 2.691
C: 2.854 -0.024 1.876
N: 1.789 -0.817 1.934
Sb: 3.054 1.724 0.632
C: 1.131 2.578 1.086
C: 1.066 3.925 1.433
C: -0.176 4.491 1.681
C: -1.295 3.684 1.596
C: -1.148 2.333 1.265
C: -2.317 1.405 1.267
N: 0.049 1.806 0.995
C: 2.564 1.436 -1.447
C: 3.414 2.111 -2.325
C: 3.201 1.987 -3.688
C: 2.191 1.149 -4.129
C: 1.398 0.498 -3.186
C: 0.393 -0.539 -3.571
N: 1.548 0.703 -1.875
H: 0.769 -3.670 3.310
H: -0.273 -2.230 3.161
H: 0.337 -3.032 1.721
H: 2.830 -2.968 4.283
H: 4.819 -1.452 4.229
H: 4.822 0.443 2.618
H: 1.975 4.511 1.500
H: -0.266 5.539 1.945
H: -2.287 4.070 1.796
H: -3.257 1.954 1.335
H: -2.304 0.804 0.358
H: -2.209 0.737 2.134
H: 4.235 2.706 -1.945
H: 3.836 2.510 -4.394
H: 2.021 0.973 -5.184
H: 0.268 -0.609 -4.653
H: 0.760 -1.498 -3.191
H: -0.564 -0.343 -3.089
O: -1.432 -2.641 0.022
S: -2.617 -2.318 -0.755
O: -3.899 -2.463 -0.103
N: -2.318 -0.938 -1.433
C: -3.242 -0.236 -2.151
C: -4.487 -0.683 -2.580
C: -5.340 0.130 -3.346
C: -4.998 1.404 -3.707
C: -3.747 1.916 -3.288
C: -3.319 3.227 -3.598
C: -2.105 3.670 -3.156
C: -1.304 2.788 -2.399
N: -1.666 1.571 -2.099
C: -2.868 1.113 -2.521
C: -2.626 -3.556 -2.062
C: -3.617 -4.522 -2.113
C: -3.581 -5.494 -3.107
C: -2.557 -5.496 -4.043
C: -1.567 -4.520 -3.989
C: -1.603 -3.548 -3.001
H: -4.830 -1.669 -2.301
H: -6.298 -0.281 -3.648
H: -5.660 2.032 -4.292
H: -3.973 3.866 -4.182
H: -1.750 4.670 -3.370
H: -0.331 3.107 -2.032
H: -4.403 -4.499 -1.369
H: -4.355 -6.251 -3.146
H: -2.529 -6.254 -4.817
H: -0.766 -4.512 -4.719
H: -0.839 -2.787 -2.943
O: 1.254 -3.842 -1.720
C: 2.545 -4.116 -2.048
C: 2.846 -5.303 -2.720
C: 4.148 -5.610 -3.075
C: 5.172 -4.728 -2.763
C: 4.866 -3.551 -2.096
C: 3.570 -3.213 -1.722
C: 3.347 -1.873 -0.996
O: 4.369 -1.187 -0.768
O: 2.170 -1.590 -0.707
H: 0.691 -4.576 -1.992
H: 2.035 -5.986 -2.960
H: 4.356 -6.539 -3.595
H: 6.197 -4.953 -3.034
H: 5.633 -2.835 -1.830
N: -3.381 -3.313 8.671
C: -3.087 -2.775 7.693
C: -2.722 -2.109 6.486
C: -1.648 -1.213 6.459
C: -1.321 -0.575 5.271
C: -1.993 -0.747 4.036
C: -3.063 -1.670 4.141
C: -3.433 -2.335 5.300
H: -1.083 -1.031 7.369
H: -0.467 0.104 5.317
H: -3.646 -1.899 3.248
H: -4.264 -3.034 5.306

Computed properties:
Kohn-Sham gap = 5.04 eV
total energy = -90324.7278 eV
ΔE to the lowest compared entry with this formula, charge and spin = 1.021 eV
maximum force = 0.7 eV/Å
lowest unoccupied orbital energy = 3.626 eV
HOMO level = -0.0520 Eh
charge = -2

Mulliken population analysis, charges in e, atoms 1 to 2: Na 1.387; C -0.623

Q: The highest ΔE to the lowest compared entry with this formula, charge and spin belongs to which entry?
A: C47H38N6NaO5SSb

Q: total energy of number 4 (C47H38N6NaO5SSb)?
A: -90324.7278 eV

Q: Among the records above, which one has the lowest ΔE to the lowest compared entry with this formula, charge and spin?
A: C47H38N11OSTa

Q: What is the ΔE to the lowest compared entry with this formula, charge and spin in the first record?
A: 0.741 eV